The following is a quantum chemistry calculation of C18H26BeN3O8P2 as an isolated structure at a distorted geometry, from OMol25.

## Properties
- Net charge: +1
- Electronic energy: -2164.90432 Ha
- LUMO: -3.4730 eV
- HOMO-LUMO gap: 8.734 eV
- Spin multiplicity: 1
- HOMO level: -12.207 eV

Last column: Löwdin charge in e.
Element x y z (Å)
1 Be -0.3319 -0.5171 0.0176  0.1170
2 P 2.0670 -0.8339 0.3845  0.9279
3 C 2.2458 -1.2868 -1.3793  -0.2853
4 C 0.9540 -1.7396 -2.0120  -0.2676
5 N -0.2162 -1.3435 -1.4527  0.0627
6 C -1.3677 -1.4939 -2.1616  -0.2635
7 C -1.3992 -2.2136 -3.3414  0.0030
8 C -0.2093 -2.6734 -3.8950  -0.0003
9 C 0.9801 -2.3947 -3.2335  0.0018
10 C -2.5888 -0.7524 -1.6821  -0.2617
11 P -2.1209 0.7402 -0.7368  0.9355
12 H 1.9460 -2.6707 -3.6565  0.1327
13 H -2.3485 -2.3035 -3.8708  0.1329
14 H -0.2146 -3.2147 -4.8402  0.1289
15 H -3.1620 -0.4071 -2.5526  0.0997
16 H -3.2307 -1.3853 -1.0469  0.1138
17 H 2.6098 -0.3813 -1.9130  0.1196
18 H 2.9858 -2.0945 -1.4689  0.1047
19 H 1.4984 4.0043 -2.2338  0.0313
20 O 1.8793 3.2635 -2.7406  -0.0806
21 H 2.4054 3.6704 -3.4441  0.0389
22 H -0.8974 4.6492 0.0392  0.0487
23 O -0.9316 4.9516 -0.8837  -0.0664
24 H -1.3490 5.8298 -0.8312  0.0580
25 C -2.2171 2.0167 -2.0163  -0.2220
26 H -3.2012 1.9425 -2.5057  0.0602
27 H -2.0645 3.0090 -1.5600  0.0280
28 H -1.4161 1.8075 -2.7462  0.0629
29 C -3.5714 0.8685 0.3408  -0.2297
30 H -3.4148 1.7257 1.0122  0.0544
31 H -4.4832 1.0175 -0.2577  0.0642
32 H -3.6594 -0.0608 0.9298  0.0626
33 C 2.1191 -2.5180 1.0917  -0.2366
34 H 3.0687 -3.0133 0.8428  0.0602
35 H 2.0096 -2.4714 2.1846  0.0417
36 H 1.2908 -3.1069 0.6699  0.0583
37 C 3.6923 -0.1142 0.7895  -0.2435
38 H 3.6798 0.1618 1.8579  0.0548
39 H 4.5179 -0.8211 0.6073  0.0610
40 H 3.8327 0.7885 0.1703  0.0550
41 O -0.8040 1.3451 1.8014  0.0028
42 C -0.7564 0.1938 2.2558  -0.5269
43 O -0.7674 -0.8851 1.4641  -0.1339
44 C -0.6814 -0.0886 3.7108  -0.0922
45 C -0.2537 -1.3532 4.1276  0.0882
46 C -0.1637 -1.6447 5.4948  -0.1136
47 C -0.5960 -0.7086 6.4452  0.1235
48 C -1.0359 0.5555 6.0072  -0.1099
49 C -1.0653 0.8922 4.6369  0.1126
50 N -1.4954 1.4975 6.9785  -0.3156
51 O -1.4401 1.1814 8.1860  0.0844
52 O -1.9484 2.5904 6.5781  0.0774
53 N 0.4210 -2.8899 5.9005  -0.3095
54 O 0.8649 -3.6568 5.0160  0.0628
55 O 0.4647 -3.1561 7.1190  0.0926
56 H 0.0345 -2.1140 3.4126  0.1154
57 H -0.5403 -0.9396 7.5082  0.1396
58 H -1.3755 1.8798 4.2973  0.1389

Atomic forces in eV per Å
-0.024 1.038 0.502
-0.311 -0.236 -0.416
0.397 -0.071 -0.114
-0.036 0.376 -0.128
0.016 -0.245 -0.715
-0.038 -0.054 0.006
0.013 0.247 -0.353
-0.034 -0.098 0.213
0.065 -0.256 -0.062
-0.295 -0.358 -0.235
0.629 -0.673 0.180
-0.305 0.057 0.091
0.308 -0.088 0.168
0.048 0.169 0.211
-0.081 -0.489 0.127
0.206 0.144 -0.270
-0.176 -0.559 0.122
-0.005 0.335 -0.192
0.191 -0.382 -0.365
-0.085 0.371 0.151
-0.205 -0.048 0.270
0.056 0.167 -0.349
-0.225 0.246 0.480
0.252 -0.451 -0.077
-0.056 0.109 0.082
0.325 0.226 0.092
-0.020 -0.312 -0.409
-0.297 0.258 0.250
-0.050 0.436 0.211
-0.244 -0.336 -0.114
0.243 -0.045 0.241
0.075 0.456 -0.180
-0.001 -0.034 0.285
-0.236 0.140 0.097
0.010 -0.152 -0.314
0.187 0.156 0.235
0.004 0.269 0.087
0.118 -0.004 -0.477
-0.361 0.205 0.029
0.008 -0.298 0.386
0.258 -1.256 1.024
-0.285 0.663 -1.511
0.050 0.599 0.621
-0.214 -0.328 0.620
0.091 0.041 0.601
-0.709 1.912 -0.697
0.291 0.133 -0.171
0.507 -1.488 -1.625
0.227 -0.514 0.605
-1.177 2.270 2.538
0.018 0.409 -2.422
0.931 -2.087 0.448
1.130 -2.947 1.260
-0.873 1.642 1.435
-0.187 0.772 -2.384
-0.083 0.171 0.038
-0.086 0.099 -0.307
0.044 -0.307 0.180

The following is a quantum chemistry calculation of one molecule with the formula C3H7NO2, from OMol25.

## Properties
- ΔE to the lowest compared entry with this formula, charge and spin: 23.3 kcal/mol
- Net charge: 0
- Electronic energy: -323.74387 Ha
- LUMO: 0.7317 eV
- HOMO-LUMO gap: 10.582 eV
- Spin multiplicity: 1
- HOMO level: -9.850 eV

Last column: Löwdin charge in e.
Element x y z (Å)
1 O -1.0612 -0.9165 1.3369  -0.0538
2 C -1.2979 -0.6958 -0.0292  -0.2639
3 C -0.5446 0.5015 -0.6047  -0.1662
4 N 0.8931 0.2615 -0.6343  0.0210
5 C 1.6602 0.4511 0.4660  -0.3666
6 O 1.2707 0.9515 1.5046  0.0166
7 H -0.1223 -0.7747 1.5188  0.0612
8 H -2.3768 -0.5394 -0.1343  0.1200
9 H -1.0274 -1.5842 -0.6244  0.1144
10 H -0.7289 1.3917 0.0017  0.1279
11 H -0.8782 0.7176 -1.6244  0.1210
12 H 1.2775 -0.3065 -1.3747  0.1343
13 H 2.6964 0.0884 0.3405  0.1339

Atomic forces in eV per Å
0.189 -0.058 0.100
-0.172 0.009 -0.416
-0.131 0.072 0.041
0.045 -0.081 0.102
0.136 0.024 0.143
0.142 -0.115 -0.232
-0.227 0.094 0.141
0.133 0.006 -0.053
-0.084 0.049 0.063
0.069 -0.122 -0.013
0.001 -0.122 0.119
-0.043 0.123 0.068
-0.058 0.120 -0.063

The following is a quantum chemistry calculation of one molecule with the formula C8H7N3O2 at a distorted geometry, from OMol25.

## Properties
- ΔE to the lowest compared entry with this formula, charge and spin: 26.9 kcal/mol
- Net charge: 0
- Electronic energy: -623.71626 Ha
- LUMO: -0.9142 eV
- HOMO-LUMO gap: 7.289 eV
- Spin multiplicity: 1
- HOMO level: -8.203 eV

Last column: Löwdin charge in e.
Element x y z (Å)
1 N 0.1716 0.3534 -4.6658  0.2868
2 O 1.5392 2.7995 -2.7679  0.0300
3 O -2.2334 -0.3861 1.1301  0.0869
4 N 0.0735 0.6091 -3.5030  -0.0014
5 C 1.0885 1.9834 -1.9520  -0.3683
6 C -1.3686 -1.1078 1.5405  -0.4877
7 C 0.1222 0.8989 -2.2364  -0.1751
8 C 1.4891 1.9686 -0.5268  0.0203
9 C 1.1655 0.9780 0.3920  0.0111
10 C -0.3426 -0.0450 -1.2197  0.0808
11 C 0.1856 0.0200 0.0470  -0.3112
12 N -0.1132 -0.9801 0.9171  0.0669
13 C -1.3332 -1.9998 2.7765  0.0109
14 H 2.2649 2.6933 -0.2979  0.1104
15 H 1.6218 0.9458 1.3969  0.1268
16 H -0.9914 -0.8040 -1.6172  0.1243
17 H 0.6723 -1.4796 1.3125  0.1436
18 H -1.3339 -2.9667 2.4723  0.0367
19 H -2.2381 -1.7734 3.3733  0.0959
20 H -0.4398 -1.7075 3.4285  0.1124

Atomic forces in eV per Å
-0.801 1.872 7.606
-0.655 -1.248 0.735
-1.523 -0.336 0.363
0.314 -2.231 -8.245
0.133 0.864 0.625
2.272 1.143 -0.126
0.615 0.237 1.158
0.739 -0.979 0.768
0.458 2.222 -1.279
1.163 1.250 -0.536
-0.554 -0.064 -3.039
-0.634 -2.426 2.428
-0.187 3.945 1.490
-0.184 0.020 0.106
-0.307 0.141 -0.659
-0.211 -0.382 0.550
-0.203 0.060 0.072
0.222 -3.110 -0.552
0.436 -0.302 -0.408
-1.093 -0.677 -1.057

The following is a quantum chemistry calculation of one molecule with the formula C14H15N3O4 at a distorted geometry, from OMol25.

## Properties
- ΔE to the lowest compared entry with this formula, charge and spin: 111.9 kcal/mol
- Net charge: 0
- Electronic energy: -1007.58559 Ha
- LUMO: -0.4294 eV
- HOMO-LUMO gap: 8.654 eV
- Spin multiplicity: 1
- HOMO level: -9.084 eV

Last column: Löwdin charge in e.
Element x y z (Å)
1 C 3.7994 -3.4439 0.7476  -0.1092
2 C 2.7741 -2.2735 0.6555  -0.2233
3 C 3.5283 -0.9606 0.9746  -0.2391
4 O 2.6194 0.1299 1.0701  -0.1603
5 C 2.4718 0.8130 -0.1769  -0.1376
6 C 0.9945 1.1381 -0.3924  -0.0976
7 C 0.0446 0.4619 0.2996  0.0563
8 C -1.3465 0.7412 0.1507  -0.1844
9 N -2.2271 -0.0049 0.8819  0.1966
10 C -3.4760 0.3059 0.6409  -0.2697
11 C -4.5723 -0.4852 1.3587  -0.0856
12 C -5.2747 -1.3381 0.2554  -0.2355
13 O -4.5873 -2.1255 -0.3536  0.0511
14 C -3.8749 1.3217 -0.2864  -0.0737
15 N -3.0560 2.0624 -0.9905  0.1462
16 C -1.7529 1.7304 -0.7541  -0.2062
17 C -0.7485 2.4303 -1.4869  0.0480
18 C 0.5680 2.1519 -1.3190  -0.2055
19 O 1.5978 2.7685 -2.0179  -0.0147
20 N 1.2130 3.9930 -2.5795  -0.0177
21 O 1.9306 4.2727 -3.4549  0.0922
22 H 3.7598 -3.9022 1.7457  0.0716
23 H 4.8242 -3.0841 0.5677  0.0688
24 H 3.5916 -4.2236 0.0022  0.0677
25 H 1.9555 -2.4046 1.3781  0.1088
26 H 2.3188 -2.2622 -0.3480  0.1073
27 H 4.3410 -0.7904 0.2491  0.1223
28 H 4.0029 -1.1178 1.9580  0.1286
29 H 3.0400 1.7558 -0.0775  0.1371
30 H 2.8827 0.1861 -0.9825  0.1350
31 H 0.3545 -0.3277 0.9809  0.1241
32 H -4.0975 -1.1697 2.0745  0.1212
33 H -5.2843 0.1758 1.8760  0.1117
34 H -6.3507 -1.2059 0.0016  0.1230
35 H -4.9495 1.4914 -0.4256  0.1231
36 H -1.0143 3.1900 -2.2229  0.1192

Atomic forces in eV per Å
-0.459 0.059 -0.007
0.820 -0.183 -0.203
-0.669 -0.918 0.437
0.573 -0.057 -0.571
-0.294 0.410 0.766
0.445 0.204 -0.409
-0.325 -0.207 0.144
0.669 -0.544 0.265
-0.522 0.775 -0.630
-0.466 -0.318 0.602
-0.364 0.055 -0.744
1.285 -0.310 0.228
-0.861 0.303 0.130
-0.495 0.179 -0.112
0.047 -1.056 0.843
0.741 0.855 -0.694
-0.062 0.431 -0.564
0.402 -0.675 0.964
-0.145 -0.617 0.052
0.055 0.435 -0.519
-0.060 0.091 0.315
0.159 0.098 -0.299
-0.280 -0.110 0.059
0.038 0.176 0.279
0.272 0.069 -0.185
0.158 0.230 0.271
-0.291 0.117 0.110
-0.165 0.371 -0.237
-0.122 -0.317 -0.480
-0.187 0.382 -0.014
-0.212 0.256 -0.064
-0.184 0.201 -0.236
0.235 -0.171 -0.160
0.267 0.073 0.264
0.324 0.018 0.060
-0.323 -0.304 0.341